(1)
Formula: BrClH2O2Si
Source: OMol25
Level of theory: ωB97M-V/def2-TZVPD

CARTESIAN COORDINATES (ANGSTROEM)
O: -0.67664 -0.33880 1.39057
O: -0.56146 -0.18551 -1.46173
Si: 0.31102 0.33457 -0.12679
Cl: 0.85303 2.14536 0.24037
Br: 2.03030 -1.19763 -0.06523
H: -1.29206 0.37803 1.57814
H: -0.66420 -1.13602 -1.55533

HOMO-LUMO gap, Eh: 0.39668
Charge: 0
SMILES: O[Si](O)(Cl)Br
LUMO energy, Ha: 0.00283
Highest occupied orbital energy, eV: -10.72
Energy above the lowest of the compared OMol25 structures with the same formula, charge and spin, kJ/mol: 124.89

(2)
Formula: C22H18Br2Cl4CrN4O10P2
Source: OMol25
Level of theory: ωB97M-V/def2-TZVPD

CARTESIAN COORDINATES (ANGSTROEM)
Cr: -0.37458 -0.04217 0.50590
Cl: -2.89083 -1.93508 -5.27887
C: -2.14149 -0.97406 -4.04735
C: -2.05600 0.40181 -4.18408
Cl: -2.68495 1.18406 -5.59390
C: -1.45793 1.15909 -3.17425
Cl: -1.32292 2.87983 -3.30649
C: -0.93319 0.55527 -2.04627
O: -0.37310 1.21719 -1.03995
C: -0.99735 -0.85169 -1.91125
O: -0.51385 -1.38995 -0.79674
C: -1.62172 -1.58829 -2.90483
Cl: -1.70877 -3.30983 -2.69671
C: 1.67808 0.08084 -4.11163
C: 2.72281 0.00193 -3.03581
C: 4.09920 -0.02023 -3.37454
C: 5.03190 -0.08428 -2.38825
C: 4.62004 -0.12590 -1.03709
C: 5.51169 -0.20508 0.06220
Br: 7.39505 -0.24433 -0.21640
C: 5.04427 -0.26177 1.33752
C: 3.65933 -0.23083 1.57313
Br: 3.06832 -0.35222 3.37091
C: 2.71983 -0.12898 0.56252
O: 1.45916 -0.10783 0.84525
C: 3.22698 -0.09180 -0.79206
N: 2.31577 -0.03541 -1.79307
H: 2.12379 0.03006 -5.10469
H: 1.12183 1.01441 -4.02331
H: 0.95742 -0.72969 -4.00093
H: 4.39560 0.01339 -4.41481
H: 6.08788 -0.10476 -2.62167
H: 5.72469 -0.33063 2.17370
C: -3.54495 2.04893 3.13419
C: -3.15695 2.37422 1.69650
O: -3.81210 3.58254 1.30615
P: -1.36740 2.70526 1.58710
O: -1.11323 3.87310 2.64269
O: -1.08598 3.33244 0.19770
O: -0.56045 1.49585 1.94698
P: -3.53451 1.04567 0.47047
O: -4.73920 0.23057 1.17748
O: -3.94546 1.73668 -0.76967
O: -2.36532 0.07013 0.47619
H: -3.43327 2.94560 3.74403
H: -2.90098 1.27473 3.55292
H: -4.57738 1.70895 3.17869
H: -3.99695 3.47005 0.35489
H: -1.57698 4.67471 2.37207
H: -0.89633 2.59197 -0.52097
H: -4.79010 -0.66357 0.82219
N: 1.25721 -4.41092 3.05763
C: 0.30490 -3.42042 3.02998
C: 0.35166 -2.42587 2.03833
N: -0.54800 -1.46612 1.99965
C: -1.53878 -1.48749 2.90564
C: -1.57656 -2.48246 3.85398
N: -0.65814 -3.44869 3.93565
H: 2.14382 -4.20652 2.63015
H: 1.29721 -4.93231 3.91704
H: 1.12965 -2.40411 1.28795
H: -2.27963 -0.70520 2.85032
H: -2.37277 -2.50082 4.58795

HOMO-LUMO gap (alpha / beta), Eh: 0.26639 / 0.26674
Charge: -1
Multiplicity: 2
Expectation value of S²: 0.77
LUMO energy (alpha / beta), Ha: 0.08174 / 0.08174
Highest occupied orbital energy (alpha / beta), eV: -5.02 / -5.03
Energy above the lowest of the compared OMol25 structures with the same formula, charge and spin, kJ/mol: 33.16

(3)
Formula: H9PSi4
Source: OMol25
Level of theory: ωB97M-V/def2-TZVPD

CARTESIAN COORDINATES (ANGSTROEM)
Si: 2.06175 -0.95578 -0.19851
Si: 1.91502 1.44094 -0.06286
Si: -0.23344 -1.13736 -0.38761
Si: -3.39798 -0.44772 -0.02967
P: -0.48713 1.14168 -0.38766
H: 2.78007 -1.05321 -1.56296
H: 3.40270 -1.21547 0.48068
H: 2.41536 2.54009 0.76573
H: 2.43544 1.86718 -1.41935
H: -0.94471 -1.75540 -1.64179
H: -0.93832 -1.56008 0.78626
H: -4.34181 0.09980 -1.12202
H: -4.27986 0.36624 0.91011
H: -1.05899 1.10265 0.91052

HOMO-LUMO gap, Eh: 0.26383
Charge: 0
LUMO energy, Ha: -0.04444
Highest occupied orbital energy, eV: -8.39
Energy above the lowest of the compared OMol25 structures with the same formula, charge and spin, kJ/mol: 300.62

(4)
Formula: C5H9N3
Source: OMol25
Level of theory: ωB97M-V/def2-TZVPD

CARTESIAN COORDINATES (ANGSTROEM)
C: 1.10853 0.72521 1.08721
C: 0.35697 -0.12351 -0.58985
C: -0.45809 -0.55736 -1.84152
C: -1.42323 -1.09133 -0.65731
C: -0.98357 -0.04788 0.24400
H: 1.96926 1.01872 3.00666
H: 2.10490 1.14068 -0.72971
H: 0.88372 -1.07281 -0.26017
H: -0.82518 0.44692 -2.43335
H: -0.01143 -1.53798 -2.38999
H: -0.98102 -2.00199 -0.37698
H: -2.56998 -1.11453 -0.53629
H: -1.39782 0.98828 -0.07523
H: -0.59815 0.80857 2.24112
N: 1.90457 1.22806 1.96672
N: 1.13994 1.01483 -0.22249
N: -0.21940 0.17613 1.56719

HOMO-LUMO gap, Eh: 0.35317
Charge: 0
LUMO energy, Ha: 0.03602
Highest occupied orbital energy, eV: -8.63
Energy above the lowest of the compared OMol25 structures with the same formula, charge and spin, kJ/mol: 471.69

(5)
Formula: C10H16
Source: OMol25
Level of theory: ωB97M-V/def2-TZVPD

CARTESIAN COORDINATES (ANGSTROEM)
C: 0.86174 2.33863 -0.69067
C: 1.40406 3.82003 -0.67361
C: -0.04894 2.06494 -1.87623
H: 1.72538 1.69783 -0.56378
H: 0.24037 2.36969 0.21416
H: 0.63206 4.56453 -0.51926
H: -0.68578 1.21582 -1.63289
H: -0.80850 2.81511 -2.08965
H: 2.02011 3.94765 -1.56326
H: 2.02767 3.82179 0.22440
H: 0.54768 2.01975 -2.78775
C: 1.88307 -0.95079 1.26225
C: -1.07871 -1.68367 -0.96565
C: 0.09300 -1.19048 -0.45760
C: -2.13257 -1.88376 -0.03778
C: 0.43465 -1.20275 0.89162
C: -1.84283 -1.81698 1.30513
C: -0.57322 -1.51019 1.80564
H: -1.41542 -1.77963 -1.98854
H: 0.76308 -0.73610 -1.18867
H: -3.11309 -2.12245 -0.42623
H: -2.58185 -2.00007 2.08177
H: 2.41341 -1.88547 1.09314
H: 1.98215 -0.77065 2.33690
H: -0.38937 -1.45199 2.86873
H: 2.17801 -0.02968 0.76756

HOMO-LUMO gap, Eh: 0.36673
Charge: 0
SMILES: Cc1ccccc1.CCC
LUMO energy, Ha: 0.03731
Highest occupied orbital energy, eV: -8.96
Energy above the lowest of the compared OMol25 structures with the same formula, charge and spin, kJ/mol: 95.24